(1)
The following is a DFT calculation (the ωB97M-V functional and the def2-TZVPD basis) of the molecule C3H7NO.

Calculated values
charge: 0
ΔE to the lowest compared entry with this formula, charge and spin: 57.52 kcal/mol
M: 73.09 g/mol
SMILES: [H]/N=C(\C)OC
total energy: -6760.256 eV
HOMO: -9.620 eV

```
12
Properties=species:S:1:pos:R:3:forces:R:3
H -1.20663 1.57189 1.03613 0.4 -0.2 -1.2
N -0.36313 1.17236 0.59008 -0.3 3.1 3.1
C -0.45900 0.02810 0.17152 -0.2 -2.9 -1.2
C -1.58220 -0.61906 -0.62353 0.1 1.3 0.1
O 0.66714 -0.72646 -0.00703 0.0 0.3 -0.1
C 1.88301 -0.01897 0.26295 0.2 -0.1 -0.1
H -1.42529 0.26960 -1.42475 -0.4 -3.4 0.0
H -2.62427 -0.39995 -0.39384 0.2 0.2 1.0
H -1.48556 -1.75700 -0.56870 0.3 1.7 -1.5
H 2.02605 0.76522 -0.48407 0.0 0.0 0.1
H 1.86403 0.44769 1.24658 0.0 -0.1 0.0
H 2.70587 -0.73343 0.19467 -0.3 -0.1 0.0
```
Forces are in eV/Å.

=====

(2)
The following is a DFT calculation (the ωB97M-V functional and the def2-TZVPD basis) of the molecule C10H10O2S.

Calculated values
charge: 0
ΔE to the lowest compared entry with this formula, charge and spin: 35.59 kcal/mol
M: 194.25 g/mol
SMILES: O=C(O)CS/C=C/c1ccccc1
total energy: -25461.145 eV
HOMO: -7.758 eV

```
23
Properties=species:S:1:pos:R:3:forces:R:3
O 3.06978 1.50948 -0.57895 0.2 -1.1 0.0
C 3.82923 0.71234 -0.06887 -1.7 1.3 0.0
O 4.97210 1.13625 0.46636 1.3 -0.8 0.6
C 3.59506 -0.76043 0.26554 0.2 -1.4 0.5
S 2.21474 -1.83365 -0.46542 1.5 1.4 -0.1
C 0.84721 -0.75077 -0.25915 2.7 0.0 1.0
C -0.33698 -1.28273 -0.27645 -1.4 -2.5 0.8
C -1.53554 -0.57613 -0.13629 -2.4 2.7 0.0
C -1.50202 0.79452 -0.50751 -2.0 -2.2 1.3
C -2.66662 1.53244 -0.36590 0.8 1.5 -1.4
C -3.87926 1.02471 0.06884 1.1 -2.9 0.5
C -3.95237 -0.39843 0.32400 1.4 1.3 -0.4
C -2.76872 -1.16503 0.25462 0.0 1.4 -0.7
H 5.09199 2.09821 0.47561 -0.6 -0.2 -0.4
H 4.56695 -1.28875 0.05905 -1.1 0.3 0.3
H 3.38948 -0.84751 1.37071 0.6 0.4 -1.0
H 1.15300 0.24670 0.08623 -0.7 -0.2 -0.8
H -0.56564 -2.35463 -0.19078 1.0 0.0 -0.7
H -0.57109 1.13175 -0.86836 0.5 0.9 -0.6
H -2.58899 2.53385 -0.84302 -0.4 -0.4 1.0
H -4.68137 1.67136 0.28728 -1.0 0.5 -0.2
H -4.89350 -0.90810 0.48760 0.0 0.2 0.3
H -2.78742 -2.22545 0.41486 -0.1 -0.4 0.1
```
Forces are in eV/Å.

=====

- What is the ΔE to the lowest compared entry with this formula, charge and spin in the second record?
  35.59 kcal/mol

=====

- The highest HOMO belongs to which entry?
  C10H10O2S